[1]
DFT (ωB97M-V/def2-TZVPD) results for a cluster of 3 separate species, C5H13N3 in total at a distorted geometry.

Computed properties:
Frontier orbital gap (alpha / beta) in Eh: 0.29699 / 0.30276
ΔE to the lowest compared entry with this formula, charge and spin in kcal per mole: 124.7
Calculated total energy in Ha: -362.383490

XYZ file:
```
21
Properties=species:S:1:pos:R:3:forces:R:3
H 1.340 1.923 1.105 -0.1 -0.1 -0.1
N 0.324 0.744 -0.290 -1.5 -0.7 0.2
N -2.471 -0.103 1.908 0.0 -0.1 -0.8
H -1.194 -1.763 0.219 -0.4 0.7 0.3
N -0.549 1.688 -0.657 0.3 0.6 -0.1
H -0.172 -1.119 -2.558 0.0 0.0 0.0
H -0.887 2.145 0.195 0.4 0.0 0.0
H 2.040 -1.067 1.055 0.0 0.0 0.0
H 0.419 -1.614 -0.274 0.3 0.0 -0.4
C 1.054 0.871 0.995 -0.1 0.0 0.2
C -2.330 0.168 0.793 -0.4 1.0 1.1
H -2.166 0.841 -0.081 0.2 -0.9 -0.1
C 2.292 -0.009 1.071 -0.2 0.0 -0.1
H 0.345 0.631 1.790 0.0 0.0 -0.1
H -1.710 -1.880 -2.120 0.0 0.1 0.0
H 2.972 0.201 0.244 0.0 0.0 0.0
H 2.824 0.187 2.001 0.0 0.0 0.0
C -0.559 -1.178 -0.434 1.7 -0.5 -0.5
C -1.012 -1.082 -1.862 0.2 0.2 0.3
H -1.504 -0.116 -2.030 -0.1 0.0 0.0
H 0.942 0.532 -1.070 -0.1 -0.2 0.1
```
Positions in Å, forces in eV/Å.

[2]
DFT (ωB97M-V/def2-TZVPD) results for a cluster of 2 separate species, C26H57N2P in total at a distorted geometry.

Computed properties:
Frontier orbital gap in Eh: 0.09732
Calculated total energy in Ha: -1475.210595

XYZ file:
```
86
Properties=species:S:1:pos:R:3:forces:R:3
C 4.627 -1.958 3.518 0.3 -0.3 0.4
H -4.904 -3.714 -4.267 1.6 1.0 -1.7
C -0.128 2.474 0.625 0.1 0.2 0.2
H -2.142 1.697 0.789 0.1 0.0 0.1
H 4.948 -1.736 4.543 -0.1 0.1 -0.2
H -4.502 1.240 0.192 0.0 0.6 -2.4
H 4.547 0.620 1.751 -0.1 -0.1 0.1
C -4.343 1.611 -0.930 1.0 0.5 0.4
H 6.748 -0.675 -0.588 -0.1 0.0 0.1
H 2.719 -2.027 4.495 -0.1 0.1 -0.1
H 1.479 1.660 -0.534 0.0 -0.1 -0.1
H 6.325 -0.779 1.128 0.1 0.0 0.0
H -6.492 -1.267 -2.183 1.4 1.3 -1.1
H 2.421 -2.267 1.525 -0.1 0.3 -0.2
H -4.881 0.112 -6.828 1.7 -1.5 1.1
N -5.432 3.561 -3.780 -0.2 1.7 -0.6
C -4.105 -0.695 -6.445 -1.7 -1.5 -1.3
C 6.185 -1.250 0.152 0.1 -0.2 0.0
C 2.749 0.519 5.539 0.2 -0.1 0.2
C 4.718 -1.336 -0.233 0.2 0.0 -0.3
C -3.453 0.508 -1.755 0.3 -0.3 -0.5
C 1.747 1.164 3.224 -0.1 0.9 0.7
H 0.758 0.623 6.392 0.0 -0.1 -0.1
H -3.501 -1.520 -2.799 -1.7 1.3 1.0
C 0.865 0.049 0.766 -0.2 -0.4 -0.4
P 2.235 0.030 1.951 -1.0 0.0 -0.7
H 3.012 -3.385 3.475 0.0 0.2 -0.2
H 3.479 1.693 0.916 -0.2 0.0 0.2
H 1.623 2.114 2.706 -0.2 -0.1 -0.4
C -4.249 -0.866 -2.162 0.1 0.0 1.2
H -3.860 -1.379 -7.391 -0.2 1.5 1.9
C -3.353 2.488 -3.686 0.1 -0.9 -1.4
H 1.091 -0.755 0.053 0.0 0.0 0.2
H 4.830 -1.061 2.938 0.0 0.1 -0.1
H -1.149 1.396 2.226 0.0 0.0 0.0
H 6.540 -2.788 2.969 -0.1 -0.1 -0.1
H 1.236 -1.908 2.728 0.0 0.2 -0.2
H 3.469 -0.247 5.264 0.1 -0.2 0.0
C 0.560 1.294 -0.065 -0.1 0.5 -0.3
H -3.125 3.339 -2.915 -0.5 -1.2 -1.0
C -1.364 2.116 1.434 -0.2 0.1 0.0
H 0.930 -0.624 5.144 0.0 0.0 0.1
C 4.021 0.021 -0.267 -0.3 -0.5 -0.4
H 3.109 -0.079 -0.862 0.0 0.2 0.0
H -3.117 -0.162 -6.088 -2.2 -1.1 -0.4
C 3.673 0.628 1.095 1.0 0.8 -0.2
N -4.802 2.370 -4.104 2.5 -1.3 1.7
H 5.445 -3.951 3.722 0.0 0.1 -0.1
H -6.974 -1.228 -4.837 2.5 1.8 0.7
H -2.574 0.175 -1.018 -1.8 0.5 -1.3
H 6.620 -2.255 0.197 0.0 0.2 0.0
H 0.583 3.013 1.258 0.0 0.0 0.0
H -1.587 1.397 -2.745 -2.0 -0.5 -0.7
H 3.644 1.771 4.041 -0.1 0.1 0.1
H -5.018 4.315 -4.395 -0.5 -0.2 0.9
H 1.631 -0.880 6.737 -0.1 0.1 -0.1
H 4.656 -1.785 -1.232 -0.1 0.1 0.2
C 2.271 -1.678 2.434 -0.3 -1.5 0.2
H -0.095 0.981 -0.890 0.2 -0.1 0.2
H 2.238 2.452 4.836 0.0 -0.1 -0.3
C -2.692 1.109 -3.094 0.6 0.5 0.4
H -0.421 3.194 -0.145 0.1 -0.1 0.0
C 1.439 -0.122 5.972 0.0 -0.1 0.1
H -4.559 -3.775 -6.127 0.9 1.4 2.1
H -3.097 -3.286 -4.908 -2.0 -0.3 -0.5
H 4.662 0.727 -0.810 -0.1 0.0 0.2
H -4.406 -1.473 -1.146 0.2 1.2 -2.1
C 2.638 1.527 4.402 0.4 0.2 0.6
H -2.742 2.757 -4.673 -0.3 -0.3 1.8
H 4.200 -2.022 0.438 0.0 0.0 0.0
C -4.778 -1.665 -5.274 -0.4 0.3 0.8
H -3.683 2.600 -0.827 -1.4 -2.0 -0.3
H -5.336 1.944 -1.451 2.0 -0.9 0.9
C 5.496 -3.106 3.028 0.2 0.0 -0.1
H 5.183 -3.456 2.040 0.1 0.0 0.1
C -5.720 -0.644 -2.847 -0.9 -2.7 0.3
H -0.038 -0.286 1.287 0.1 0.0 0.1
H -6.115 0.458 -2.842 1.2 -1.9 -0.5
C 3.137 -2.294 3.523 0.1 0.1 0.8
C -5.873 -1.211 -4.376 0.7 0.1 -1.1
C -4.249 -3.213 -5.120 -0.1 1.1 0.7
H -2.544 0.264 -3.921 -0.6 1.8 1.8
H -1.769 3.013 1.913 0.0 -0.2 -0.1
H 0.746 0.903 3.576 0.0 -0.2 -0.2
H -5.254 3.858 -2.794 0.0 0.0 -0.5
H 3.192 1.022 6.408 0.0 0.0 -0.2
```
Positions in Å, forces in eV/Å.